14
Properties=species:S:1:pos:R:3 method="wB97M-V/def2-TZVPD" charge=-1 e_above_lowest_kcal_mol=0.0 homo_lumo_gap_ev=6.521 e_homo_ev=-2.481
S 0.72 0.31 1.53
N -0.58 0.27 -1.66
C 0.60 0.56 -1.27
C 0.38 1.26 3.06
C -1.03 -1.04 -1.45
C -1.12 -1.99 -2.38
H -0.60 1.73 3.07
H -1.49 -2.97 -2.11
H 0.86 1.61 -1.19
H 1.36 -0.19 -1.05
H -1.36 -1.21 -0.43
H 1.14 2.05 3.17
H 0.46 0.61 3.93
H -0.80 -1.83 -3.40

=====

13
Properties=species:S:1:pos:R:3 method="wB97M-V/def2-TZVPD" e_above_lowest_kcal_mol=69.0 homo_lumo_gap_ev=9.623 e_homo_ev=-8.685
O -0.28 -1.52 -0.51
C 0.43 -0.91 1.70
C 0.19 0.84 -0.12
C -0.41 1.11 -1.49
C 0.17 -0.45 0.29
H 0.28 -0.10 2.40
H 1.50 -1.16 1.79
H -0.11 -1.81 1.96
H -1.49 0.88 -1.41
H -0.09 0.47 -2.33
H 1.14 1.34 0.01
H -1.00 -0.81 -0.43
H -0.33 2.12 -1.86

=====

13
Properties=species:S:1:pos:R:3 method="wB97M-V/def2-TZVPD" e_above_lowest_kcal_mol=61.0 homo_lumo_gap_ev=9.066 e_homo_ev=-8.242
O -2.24 0.46 0.16
C 1.34 0.83 0.10
C -0.95 0.88 -0.10
C 0.14 0.04 -0.16
C 0.13 -1.46 -0.18
H -0.08 -1.89 0.80
H 1.65 0.89 1.14
H -0.62 -1.83 -0.88
H 1.11 -1.82 -0.49
H 0.56 1.86 0.23
H -1.00 1.77 -0.70
H -2.21 -0.37 0.66
H 2.18 0.63 -0.57